Record 1
The following is a quantum chemistry calculation of an isolated molecule of C10H12N2O2 in a non-equilibrium geometry, from OMol25.

XYZ file:
```
26
Properties=species:S:1:pos:R:3:forces:R:3
C 3.43234 0.36035 -0.55434 0.20 -0.24 -0.10
C 3.26336 -1.01074 -0.36473 0.19 0.21 -0.11
C 2.42353 1.23585 -0.24758 -0.38 0.07 0.18
C 2.05640 -1.49751 0.10233 -0.42 0.06 0.20
C 1.19603 0.77677 0.29389 0.43 -0.38 0.02
C 1.02577 -0.63226 0.43547 0.49 0.40 -0.49
C -3.29901 1.55092 -0.29607 -0.01 0.42 0.18
C 0.17788 1.63702 0.70972 -0.60 -0.31 -0.01
C -1.18655 -1.24696 -0.20631 -0.24 -1.37 0.63
C -2.29910 -2.10255 0.39290 0.38 0.22 -0.24
N -2.80350 0.40942 -0.52594 -0.41 -0.93 0.02
N -1.59588 0.02724 -0.65923 0.70 1.58 -0.71
O -0.17745 -1.12314 0.83838 -0.39 -0.03 0.13
O 0.12632 2.95145 0.44591 0.26 0.31 -0.11
H 4.36819 0.73393 -0.94345 0.06 0.04 -0.02
H 4.06782 -1.68959 -0.59999 0.06 -0.08 -0.03
H 2.58898 2.29718 -0.38721 0.05 0.05 0.02
H 1.89602 -2.55995 0.21328 -0.05 -0.09 0.03
H -4.35765 1.67041 -0.45380 -0.17 0.00 0.01
H -2.72309 2.39910 0.06417 0.23 -0.04 -0.02
H -0.61950 1.29653 1.34616 -0.05 0.00 0.06
H -0.70344 -1.76770 -1.05026 -0.08 0.19 0.21
H -3.11185 -2.18149 -0.32426 -0.07 -0.06 0.01
H -2.66833 -1.63578 1.30197 -0.07 0.05 0.06
H -1.91585 -3.08987 0.63213 0.04 -0.07 0.00
H 0.83858 3.19140 -0.16314 -0.15 0.00 0.06
```
Forces are in eV/Å.

- F_max (eV Å⁻¹) = 1.871
- LUMO (spin up / spin down) (eV) = 0.1 / -0.5
- energy relative to the best compared isomer or geometry (same formula, charge and spin) (eV) = 4.004
- DFT total energy (a.u.) = -648.09605
- HOMO (spin up / spin down) (eV) = -8.25 / -6.49

Record 2
The following is a quantum chemistry calculation of an isolated molecule of C10H12N2O2S in a non-equilibrium geometry, from OMol25.

XYZ file:
```
27
Properties=species:S:1:pos:R:3:forces:R:3
C -3.70516 -1.07020 -0.38387 -2.55 1.07 -0.46
C -3.49540 -0.67493 0.88259 0.76 -1.38 1.74
C -2.79345 -0.93218 -1.37824 0.05 -1.73 -1.97
C -2.16798 -0.33078 1.17954 -1.04 2.32 3.20
C -1.51210 -0.69536 -1.05520 -0.02 2.17 3.48
C -1.18000 -0.19216 0.26915 0.27 -1.94 -1.96
C 0.76774 0.04409 2.07208 -4.22 -2.18 -0.92
C 0.95214 1.24742 -0.21614 -0.86 -2.19 0.60
C 0.22842 0.16552 0.66266 -0.54 0.98 -0.68
C 3.07565 1.31008 -1.39202 0.96 3.18 -0.39
N 1.10878 -0.88570 1.03379 1.24 -2.05 -1.01
N 2.35685 0.92509 -0.24025 -0.42 -1.58 1.94
O 3.68208 -1.01597 1.02250 -0.94 0.61 -0.58
O 2.44354 -1.38674 -1.08677 -0.25 -1.11 -0.17
S 2.55752 -0.72718 0.16987 0.01 0.78 0.69
H -4.70455 -1.23388 -0.68550 -1.04 -0.72 -0.19
H -4.26398 -0.90667 1.66248 0.86 0.79 -0.68
H -3.08928 -1.25755 -2.39976 0.43 0.40 0.76
H -1.99236 0.11356 2.19867 -0.04 -0.82 -0.88
H -0.79653 -0.78036 -1.74976 2.74 -0.11 -2.55
H 1.47299 0.69794 2.28189 3.12 3.15 1.44
H 0.05416 -0.29136 2.87108 1.19 0.03 -0.83
H 0.42446 1.37031 -1.17244 0.50 -0.09 0.10
H 0.90952 2.06357 0.40544 -0.71 2.71 0.68
H 4.06606 1.76365 -1.02439 -1.07 -1.04 -1.15
H 3.10512 0.48459 -2.08603 0.57 0.04 -0.56
H 2.49577 2.19519 -1.84134 0.98 -1.32 0.36
```
Forces are in eV/Å.

- F_max (eV Å⁻¹) = 4.836
- LUMO (eV) = 0.7
- energy relative to the best compared isomer or geometry (same formula, charge and spin) (eV) = 1.227
- structure (SMILES) = CN1C[C@]2(c3ccccc3)CN2S1(=O)=O
- DFT total energy (a.u.) = -1046.31428
- HOMO (eV) = -9.49

Record 3
The following is a quantum chemistry calculation of a structure of composition C10H12N2O5STl in a non-equilibrium geometry, from OMol25.

XYZ file:
```
31
Properties=species:S:1:pos:R:3:forces:R:3
O -0.80669 0.21406 -6.43840 0.01 -0.01 5.88
C -0.80508 0.21369 -5.27877 -0.05 0.03 -13.76
Tl -0.80033 0.21173 -3.24291 0.35 -0.15 6.34
O 1.13492 -2.26488 -3.29261 -3.49 4.43 0.25
C 0.42159 -1.35191 -3.27601 8.68 -11.04 -0.26
C -2.03070 1.77957 -3.28759 -8.68 11.07 -0.35
O -2.74780 2.68984 -3.28997 3.48 -4.42 0.20
C -2.36934 -1.01337 -3.28431 -10.93 -8.55 -0.45
O -3.28338 -1.72498 -3.29075 4.30 3.36 0.28
C 0.76065 1.43995 -3.27635 10.97 8.60 -0.29
O 1.67071 2.15596 -3.29263 -4.39 -3.42 0.26
C 1.74001 1.85085 2.92987 -0.47 -0.36 -0.22
C 0.38566 1.46739 2.34555 1.02 -0.76 0.40
N 0.52408 1.06683 0.88611 0.62 1.72 0.83
C -0.04015 -0.02097 0.39628 -1.55 2.47 -1.67
S -1.31400 0.35154 -0.82166 -0.35 0.05 0.68
N -0.09150 -1.20367 0.84394 0.37 -4.00 1.68
C 0.70352 -1.76536 2.01090 0.20 0.32 0.03
C -0.21378 -2.23137 3.13447 -0.12 0.56 -0.45
H 2.44745 1.02448 2.85409 0.05 0.09 0.05
H 1.59164 2.09824 3.97407 0.13 0.13 0.19
H 2.13567 2.71766 2.40939 0.16 0.12 0.04
H -0.06061 0.61803 2.87235 0.08 0.20 -0.11
H -0.30035 2.30419 2.42962 -0.23 0.04 -0.40
H 0.68905 1.94284 0.31575 -0.69 -1.93 0.48
H -0.72961 -1.95613 0.45782 0.76 1.80 0.34
H 1.30738 -2.60299 1.64526 -0.18 0.21 -0.20
H 1.38648 -0.97820 2.33101 -0.04 -0.10 -0.03
H -0.85347 -3.03697 2.79049 -0.10 -0.21 0.07
H 0.39392 -2.58403 3.95889 0.07 -0.12 0.12
H -0.84597 -1.41204 3.48609 0.04 -0.12 0.08
```
Forces are in eV/Å.

- F_max (eV Å⁻¹) = 14.071
- LUMO (eV) = -12.8
- energy relative to the best compared isomer or geometry (same formula, charge and spin) (eV) = 8.138
- DFT total energy (a.u.) = -1443.09030
- HOMO (eV) = -19.36
- charge = +3

Record 4
The following is a quantum chemistry calculation of the ion C10H12N3O with charge +1 in a non-equilibrium geometry, from OMol25.

XYZ file:
```
26
Properties=species:S:1:pos:R:3:forces:R:3
C 2.98921 1.27711 0.46474 -0.75 -0.30 -0.10
C 3.65907 0.22560 -0.08261 -0.29 -0.73 -0.44
C 1.65232 1.29514 0.65812 -0.65 -2.11 -1.12
C 2.98012 -0.88577 -0.45552 -0.05 -2.87 -0.96
C 0.91433 0.15288 0.24840 1.35 2.70 0.46
C 1.59742 -0.93162 -0.27386 0.65 0.84 0.45
C -0.50961 -1.64692 0.19285 -1.81 -1.94 -1.04
C -2.68316 0.41586 0.93098 -1.88 -0.99 0.04
C -2.86672 0.56035 -0.61419 1.65 0.48 0.62
C -0.45537 -0.14034 0.43578 0.35 -0.82 1.55
N 0.68931 -1.93037 -0.36697 0.63 -0.62 -0.41
N -1.29308 0.57235 1.15720 1.01 2.65 0.33
N -1.86701 -0.12294 -1.37948 -0.33 -0.79 1.02
O -1.36225 -2.50806 0.28744 0.09 1.50 0.72
H 3.56086 2.06301 0.72651 1.60 2.79 1.05
H 4.70715 0.24605 -0.20991 0.96 0.14 -0.05
H 1.19587 2.10903 1.10501 -0.85 1.56 0.79
H 3.54974 -1.78070 -0.82500 -0.82 0.95 0.30
H -3.19141 1.25789 1.33718 -0.30 0.77 0.52
H -3.21559 -0.42890 1.41311 1.03 -0.11 -0.51
H -3.81399 0.22731 -0.95834 -1.11 0.50 -0.01
H -2.57641 1.59928 -0.67615 -1.12 0.62 -0.81
H 0.85958 -2.81115 -0.75929 0.19 -1.38 -0.39
H -1.00727 1.61989 1.38200 -0.49 -3.06 -0.63
H -2.29365 -0.88770 -1.88265 0.78 -0.16 -0.32
H -1.21946 0.45272 -1.85536 0.18 0.37 -1.07
```
Forces are in eV/Å.

- F_max (eV Å⁻¹) = 3.383
- LUMO (eV) = -5.1
- energy relative to the best compared isomer or geometry (same formula, charge and spin) (eV) = 1.434
- structure (SMILES) = NCC/[NH+]=C1\C(=O)Nc2ccccc21
- DFT total energy (a.u.) = -627.49445
- HOMO (eV) = -12.47
- charge = +1

Record 5
The following is a quantum chemistry calculation of the ion C10H12N3O2 with charge -1 in a non-equilibrium geometry, from OMol25.

XYZ file:
```
27
Properties=species:S:1:pos:R:3:forces:R:3
C -1.71236 0.00129 2.87987 -0.24 0.02 0.07
C -0.37523 -0.13439 3.29656 0.09 0.00 0.14
C -1.70076 0.03506 1.51118 -0.54 0.02 0.04
C 0.39413 -0.17463 2.16308 0.51 -0.08 0.38
C 1.25808 1.76139 -1.10347 0.26 -0.31 0.08
C -0.97356 1.43301 -2.34197 0.72 0.05 1.43
C -0.15319 1.36618 -0.90885 -0.72 0.16 -0.76
C -0.03207 -0.04140 -0.31899 2.32 -0.45 -0.55
C -0.75547 -1.12502 -1.09889 0.18 0.02 -0.01
C 2.09459 -1.50389 -0.79556 0.07 0.01 -0.15
N 2.13072 0.85941 -0.88074 0.43 0.67 -0.36
N -0.41901 -0.08029 1.08218 -0.03 -0.03 0.09
N 1.55852 -0.25322 -0.33658 -2.64 0.03 0.51
O -2.03956 2.03337 -2.25662 -1.00 0.50 0.06
O -0.42354 0.87820 -3.28747 0.59 -0.49 -0.80
H -2.57757 0.06847 3.51251 -0.18 0.03 0.03
H -0.02534 -0.18468 4.31071 0.14 -0.03 0.11
H -2.51269 0.15473 0.82143 -0.10 0.03 -0.18
H 1.45621 -0.26019 2.05244 0.11 0.01 -0.12
H 1.56333 2.73145 -1.45627 0.10 0.13 -0.11
H -0.69599 2.03872 -0.24242 0.07 -0.13 0.05
H -0.58873 -2.10572 -0.65633 -0.02 -0.05 0.10
H -0.41050 -1.10582 -2.13034 -0.04 -0.01 0.01
H -1.82237 -0.91591 -1.11113 -0.10 0.02 0.00
H 3.18137 -1.41141 -0.77119 -0.03 -0.08 0.02
H 1.78705 -2.30037 -0.11499 0.02 -0.01 -0.04
H 1.79395 -1.76433 -1.81815 0.02 -0.04 -0.02
```
Forces are in eV/Å.

- F_max (eV Å⁻¹) = 2.692
- LUMO (eV) = 3.5
- energy relative to the best compared isomer or geometry (same formula, charge and spin) (eV) = 0.900
- structure (SMILES) = CN1N=C[C@@H](C(=O)[O-])[C@]1(C)n1cccc1
- DFT total energy (a.u.) = -703.03689
- HOMO (eV) = -4.31
- charge = -1

Record 6
The following is a quantum chemistry calculation of the ion C10H12N3O2 with charge -1 in a non-equilibrium geometry, from OMol25.

XYZ file:
```
27
Properties=species:S:1:pos:R:3:forces:R:3
C 2.13800 2.03420 0.06980 -2.24 -2.44 -0.94
C 2.06647 1.59580 -1.25472 -2.75 -0.84 -0.77
C 1.03994 1.51279 0.73667 2.32 1.21 -1.91
C 0.82730 0.95666 -1.37902 1.23 -0.22 -1.47
C -2.30972 -1.23411 -1.10144 -0.96 -0.06 -0.79
C -3.41112 1.06070 -0.13213 -0.50 -0.75 -0.55
C -2.07452 0.19537 -0.81246 0.95 2.27 1.17
C -0.94225 0.30996 0.11589 -1.37 -3.69 3.77
C -1.35036 0.22068 1.61956 2.35 -0.08 0.25
C 0.69926 -2.25112 -0.07653 1.27 0.18 0.68
N -1.53482 -2.13527 -0.62450 -1.02 -0.91 -1.27
N 0.28016 0.89522 -0.18645 -2.20 0.06 2.34
N -0.59165 -1.83878 0.27132 -2.14 4.07 -0.75
O -3.51461 2.17128 -0.64353 0.45 0.49 -0.19
O -4.14010 0.47315 0.67369 0.70 -0.37 -0.08
H 2.89123 2.57307 0.43363 2.76 2.04 1.73
H 2.61488 1.68646 -2.13644 1.44 0.64 -0.76
H 0.75838 1.72195 1.69165 -0.91 0.18 2.28
H 0.21060 0.49314 -2.13050 0.68 0.05 -0.69
H -3.22697 -1.40392 -1.75158 1.42 -0.58 0.96
H -1.77017 0.90892 -1.57978 -0.74 -0.66 -1.07
H -2.17720 -0.45055 1.89009 0.73 -0.17 -0.73
H -1.64206 1.12003 2.06025 -1.07 2.28 0.00
H -0.42138 0.11068 2.25286 -0.83 -1.05 -0.69
H 0.55826 -3.12409 -0.67643 0.46 -1.45 0.15
H 1.34954 -1.63935 -0.76033 -0.67 0.44 0.59
H 1.15586 -2.32103 0.94278 0.62 -0.62 -1.25
```
Forces are in eV/Å.

- F_max (eV Å⁻¹) = 5.449
- LUMO (spin up / spin down) (eV) = 3.4 / 3.4
- energy relative to the best compared isomer or geometry (same formula, charge and spin) (eV) = 4.526
- DFT total energy (a.u.) = -702.90363
- HOMO (spin up / spin down) (eV) = -4.10 / -4.11
- charge = -1

Record 7
The following is a quantum chemistry calculation of the ion C10H12N5 with charge +1 in a non-equilibrium geometry, from OMol25.

XYZ file:
```
27
Properties=species:S:1:pos:R:3:forces:R:3
C 2.17390 -1.66383 -0.57598 -0.82 0.02 0.77
C 0.89809 -1.87020 -0.99745 4.30 -3.18 -1.47
C -2.03095 -0.70676 1.39109 -1.79 0.35 1.00
C -2.37408 -1.30597 0.22789 -1.44 0.32 0.91
C 2.47543 -0.49238 0.26067 1.29 -0.40 0.36
C -0.22362 -1.23989 -0.53774 -0.51 4.23 1.89
C 1.45599 0.51066 0.28977 -2.59 2.12 -0.88
C -0.68361 -0.18390 1.72793 0.96 0.21 -1.69
C 0.37580 2.35211 -0.41354 0.52 -0.19 3.03
C -0.00008 0.08743 0.34021 -0.85 -0.05 0.65
N -1.37734 -1.68695 -0.65151 -1.64 -2.13 -0.73
N 1.62767 1.74000 -0.01506 0.15 -0.95 -0.72
N 3.61563 -0.33816 0.75881 1.63 -1.40 -1.23
N -0.75448 1.37529 -0.08170 2.33 0.50 -0.54
N -1.48947 1.16152 -1.29198 -2.42 -1.16 2.04
H 3.03774 -2.32539 -0.79563 -0.88 0.50 0.03
H 0.82040 -2.81690 -1.54259 -0.67 0.50 -0.15
H -2.78953 -0.50237 2.18248 0.41 -0.48 -0.89
H -3.43245 -1.67241 0.03083 1.63 0.56 0.18
H -0.76758 0.75006 2.28932 0.08 -0.06 -0.19
H -0.08330 -0.85104 2.30720 0.27 -0.80 0.63
H 0.37834 3.33103 0.10251 -0.91 -0.49 -0.16
H 0.36300 2.50963 -1.44639 0.31 0.43 -1.79
H 3.95102 0.59054 0.89664 -0.48 1.03 1.23
H -2.11930 1.96438 -1.44207 0.32 -0.31 -0.05
H -2.09201 0.33242 -0.89291 0.50 1.20 -1.65
H -0.95520 0.95109 -2.12079 0.30 -0.37 -0.60
```
Forces are in eV/Å.

- F_max (eV Å⁻¹) = 5.549
- LUMO (spin up / spin down) (eV) = -4.6 / -4.6
- energy relative to the best compared isomer or geometry (same formula, charge and spin) (eV) = 3.977
- structure (SMILES) = [H]/N=C1/C=CC2=NC=CC[C@@]23C1=NCN3[NH3+]
- DFT total energy (a.u.) = -661.63156
- HOMO (spin up / spin down) (eV) = -12.52 / -12.52
- charge = +1

Record 8
The following is a quantum chemistry calculation of the ion C10H12NO with charge +1 in a non-equilibrium geometry, from OMol25.

XYZ file:
```
24
Properties=species:S:1:pos:R:3:forces:R:3
C 1.16397 -2.56229 1.22694 1.36 2.92 -1.62
C -0.00890 -2.74855 0.58553 -0.60 -0.25 0.31
C 1.77435 -1.29953 1.01254 0.25 1.17 1.45
C -0.63900 -1.66062 -0.00774 -1.89 -1.61 -0.89
C 1.07049 -0.15628 0.59916 0.63 -0.86 -0.41
C -0.20985 -0.35611 0.02389 -0.24 0.13 -1.33
C 1.83010 1.15410 0.64052 1.12 1.39 0.19
C 0.90906 2.31809 0.11019 0.22 -0.59 -0.50
C -1.06413 0.67437 -0.84140 -0.14 -3.11 1.92
C -2.28282 0.25895 -1.71227 1.02 -1.93 3.14
N 0.72062 2.11584 -1.25613 0.20 -0.36 -2.45
O -0.18701 1.36488 -1.71819 2.46 1.56 0.00
H 1.66033 -3.38020 1.60988 1.26 -1.38 0.98
H -0.34168 -3.78620 0.56493 -0.67 0.51 -0.29
H 2.81180 -0.99770 1.26814 -0.59 -1.07 0.26
H -1.53910 -1.97918 -0.56203 0.36 0.79 0.25
H 2.12027 1.62096 1.68176 -0.62 -1.51 -1.72
H 2.82039 1.23008 -0.00175 -1.96 -0.59 1.25
H -0.08924 2.32527 0.49466 -0.24 0.32 1.51
H 1.56326 3.17052 0.23276 -0.59 0.64 -0.21
H -1.35663 1.41779 -0.17461 -1.13 1.23 1.24
H -1.95038 -0.15961 -2.60610 0.22 -0.43 -1.67
H -2.76281 1.14690 -1.71647 -1.75 2.95 -1.42
H -3.07700 -0.37663 -1.24012 1.34 0.08 -0.01
```
Forces are in eV/Å.

- F_max (eV Å⁻¹) = 3.826
- LUMO (eV) = -6.7
- energy relative to the best compared isomer or geometry (same formula, charge and spin) (eV) = 5.048
- DFT total energy (a.u.) = -517.79969
- HOMO (eV) = -13.04
- charge = +1